# 1
ORCA calculation (wB97M-V/def2-TZVPD) on a structure of composition C26H57BBr2CaCl6FIKN3O16P2 at a distorted geometry.

Structure (XYZ):
```
117
Properties=species:S:1:pos:R:3:forces:R:3
C 0.137 -4.124 4.713 -0.3 -0.9 0.2
C -0.386 -2.581 4.897 -1.0 -0.8 1.4
O 0.612 -1.542 4.596 -1.5 0.2 -3.3
B 0.430 -1.017 3.198 -0.4 0.4 1.0
O -0.510 0.080 2.856 3.6 -1.8 0.8
C 1.402 -1.727 2.039 3.3 -0.5 -0.4
N 0.937 -2.683 1.127 0.3 -0.6 -0.2
Br -0.919 -2.961 1.392 0.8 -0.1 -0.9
C 1.879 -3.347 0.101 2.8 1.5 -0.4
C 1.520 -3.128 -1.504 -1.2 -0.5 -0.9
C 0.925 -4.462 -2.246 -0.3 0.9 -0.8
C -0.533 -4.973 -1.700 0.4 -0.9 -0.5
O -1.649 -4.026 -2.029 0.5 -2.4 1.8
C -2.819 -4.585 -1.299 -1.6 -0.5 -0.2
C 2.615 -4.760 0.554 -1.3 -0.5 1.0
C 1.589 -5.900 1.133 -0.3 -0.9 1.1
O 1.480 -7.111 0.258 0.5 3.1 -0.9
C 2.107 -6.499 2.606 -0.1 -0.1 -0.2
N 2.800 -7.829 2.290 -0.3 1.4 2.0
C 3.160 -2.282 0.261 -1.5 1.9 -0.8
P 4.881 -2.840 -0.347 0.1 -2.4 -0.1
O 4.879 -3.687 -1.682 -1.3 2.5 6.5
C 2.990 -1.512 1.698 -2.9 -1.3 0.2
I 3.061 0.609 1.114 0.6 1.1 0.1
P 4.313 -1.683 3.059 5.2 2.2 1.4
O 5.811 -1.438 2.515 -6.0 -1.5 1.2
O 4.224 -3.140 4.008 -0.4 3.3 0.1
O 4.033 -0.336 4.184 -0.5 -3.9 -0.9
H -0.488 -4.723 3.897 1.3 1.4 1.6
H 1.271 -4.232 4.444 -2.1 0.5 0.5
H -0.039 -4.716 5.730 0.4 1.3 -2.1
H -1.375 -2.411 4.287 1.9 -0.3 1.2
H -0.662 -2.458 6.051 0.6 -0.1 -2.6
H 0.077 0.810 2.496 -1.2 -1.0 0.2
H 2.470 -2.790 -2.144 -1.8 -0.8 1.8
H 0.722 -2.256 -1.664 1.7 -1.9 0.7
H 1.761 -5.301 -2.273 -1.9 1.5 0.3
H 0.761 -4.159 -3.389 0.3 -0.7 2.4
H -0.574 -5.171 -0.547 0.5 0.4 -2.2
H -0.760 -6.003 -2.259 0.5 2.1 1.3
H -3.764 -4.604 -2.027 2.2 0.2 1.5
H -3.120 -3.957 -0.351 0.8 -1.1 -1.9
H -2.645 -5.712 -0.960 -0.3 2.4 -0.8
H 3.246 -5.245 -0.321 -1.2 1.3 1.7
H 3.324 -4.462 1.467 -1.5 -0.7 -2.0
H 0.491 -5.539 1.318 2.2 -0.1 -0.5
H 1.695 -6.759 -0.654 -0.6 -0.8 1.5
H 1.196 -6.651 3.362 1.9 0.3 -1.9
H 2.848 -5.768 3.150 -1.5 -1.1 -1.2
H 2.373 -8.521 2.946 1.2 0.6 -0.8
H 3.816 -7.674 2.470 -1.3 -0.7 0.1
H 2.871 -1.413 -0.504 0.8 -1.8 1.6
H 5.849 -1.786 -0.504 -1.0 -0.3 0.5
H 5.410 -3.731 0.695 -0.4 1.2 -0.8
H 4.303 -2.883 4.994 -0.1 -0.6 -2.2
H 3.617 -0.693 5.022 0.4 0.7 -1.3
C -1.154 0.150 -1.766 0.2 0.3 0.1
O -1.321 1.535 -2.016 -1.1 -0.4 -0.5
C -2.437 1.821 -2.863 1.3 1.2 1.4
C -3.216 3.039 -2.350 -0.9 -0.1 0.4
O -3.961 2.810 -1.147 0.8 -0.2 -1.0
C -3.202 2.612 0.053 0.0 0.2 0.6
C -2.427 3.851 0.536 -0.3 -0.2 -2.1
O -1.292 4.090 -0.299 -1.9 0.1 -0.7
C -1.083 5.466 -0.573 -3.2 0.2 2.4
H -0.699 -0.333 -2.635 0.0 -0.3 -0.1
H -0.487 0.038 -0.908 0.0 0.1 -0.1
H -2.105 -0.334 -1.522 0.0 0.0 0.0
H -3.115 0.964 -2.935 -0.3 0.0 1.5
H -2.038 2.039 -3.860 0.1 0.3 -0.5
H -3.963 3.295 -3.110 0.0 0.0 0.0
H -2.577 3.917 -2.251 0.3 -0.3 -0.1
H -2.556 1.743 -0.034 0.3 0.0 -0.1
H -3.943 2.368 0.825 0.2 0.3 -0.3
H -2.053 3.679 1.549 -0.2 0.0 0.5
H -3.099 4.712 0.545 0.4 -0.2 -0.2
H -2.012 5.965 -0.865 -0.3 0.2 -0.3
H -0.384 5.541 -1.412 -0.5 0.4 -1.5
H -0.643 5.960 0.301 -1.0 0.6 -0.2
Cl -3.863 4.093 2.587 -0.9 0.1 2.0
C 5.320 3.960 2.841 0.0 -0.1 -0.1
O 4.553 4.033 1.644 -0.1 0.1 0.4
C 3.204 4.442 1.888 0.4 0.3 -0.4
C 3.002 5.921 1.541 -0.1 0.0 0.8
O 3.733 6.769 2.430 0.3 -0.3 -0.4
C 4.934 7.255 1.841 -0.1 0.1 0.3
H 6.374 3.869 2.568 -0.1 0.0 -0.1
H 5.197 4.852 3.463 -0.1 -0.1 -0.1
H 5.030 3.069 3.409 0.0 0.0 0.1
H 2.916 4.238 2.927 0.1 0.1 -0.1
H 2.565 3.838 1.238 0.0 0.0 0.0
H 1.940 6.167 1.668 0.2 0.0 0.0
H 3.268 6.122 0.498 0.1 -0.1 0.1
H 4.697 8.036 1.111 0.1 0.0 -0.1
H 5.506 6.458 1.359 -0.1 0.0 0.0
H 5.547 7.699 2.632 -0.2 -0.1 -0.1
N -6.563 5.071 4.666 -0.1 0.1 -0.2
O -5.721 4.724 5.510 -0.1 0.0 -0.1
O -7.546 4.347 4.436 0.1 0.0 0.1
O -6.423 6.141 4.052 0.0 -0.2 0.1
Ca -3.246 0.216 -4.761 -0.2 -0.2 -1.6
Br 0.954 4.760 -0.579 6.7 -1.7 -0.3
C -1.332 3.917 -7.176 0.3 2.6 0.1
Cl -1.779 2.210 -7.013 -0.4 -1.5 0.1
Cl -1.661 4.493 -8.819 0.0 -0.6 0.4
Cl -2.199 4.903 -5.986 -0.8 -1.5 0.3
H -0.260 4.012 -6.986 -0.4 0.1 0.0
F -0.546 6.302 -6.877 1.0 0.2 -0.5
Cl -9.348 -0.558 -4.644 0.1 0.0 0.0
C -9.101 0.699 -5.880 0.0 0.2 0.0
C -7.677 0.707 -6.414 -0.4 -0.3 -0.7
Cl -6.503 1.257 -5.192 0.3 0.1 0.3
H -9.372 1.665 -5.442 0.1 -0.2 0.0
H -9.801 0.486 -6.693 0.2 0.0 0.0
H -7.600 1.397 -7.259 0.0 0.0 0.2
H -7.369 -0.286 -6.757 -0.1 0.2 0.2
K 5.299 -3.921 -3.624 1.0 -0.7 -4.8
```
Positions in Å, forces in eV/Å.

Summary:
charge: 0
frontier orbital gap: 1.7 eV
strongest force on any atom: 7.07 eV Å⁻¹

Here are the Mulliken charges for atoms 1 to 4, given in e:
1 C -0.405
2 C -0.275
3 O -0.594
4 B 0.918

---

# 2
ORCA calculation (wB97M-V/def2-TZVPD) on a cluster of 2 separate species, C26H57ClFN4O10P2S in total.

Structure (XYZ):
```
102
Properties=species:S:1:pos:R:3:forces:R:3
C 1.179 3.429 5.100 0.1 0.0 0.0
O 1.159 2.088 4.639 -0.2 0.0 0.1
C 1.208 1.985 3.240 0.0 -0.1 0.0
C 1.099 0.487 2.926 0.0 0.1 -0.1
C 1.767 0.121 1.539 0.0 0.0 0.2
C 2.094 1.324 0.644 0.0 -0.1 0.0
O 0.952 2.085 0.346 -0.1 -0.1 -0.1
C 0.996 2.774 -0.876 0.0 0.0 0.0
O -0.203 3.470 -0.913 0.1 0.0 -0.1
C -0.325 4.310 -2.062 0.1 0.1 0.0
C -0.708 3.554 -3.332 0.0 -0.1 -0.1
O 0.372 3.583 -4.255 0.3 -0.3 0.0
C 1.154 -1.116 0.803 -0.1 0.2 -0.1
C 1.574 -1.220 -0.675 0.0 0.0 0.0
C 3.086 -1.454 -0.893 -0.1 0.1 0.0
C 3.361 -2.519 -1.922 0.0 -0.1 0.0
F 3.674 -1.850 0.323 0.0 0.0 -0.1
C -0.355 -1.409 1.045 -0.2 0.1 0.0
P -1.530 -1.935 -0.270 0.5 -0.2 -0.2
O -2.850 -2.019 0.344 -0.2 -0.2 0.2
O -0.888 -3.295 -0.807 0.2 0.0 0.3
O -1.445 -1.035 -1.562 -0.1 0.2 0.1
N -1.080 -0.430 1.935 0.2 -0.2 0.2
C -1.499 0.836 1.203 0.1 0.1 -0.1
C -2.968 0.968 0.779 0.0 0.0 0.0
C -4.066 0.481 1.715 0.0 0.1 0.1
Cl -5.599 0.350 0.813 0.0 0.0 0.0
C -0.263 -0.210 3.236 0.1 0.0 0.1
C -0.058 -1.608 3.945 -0.1 -0.1 -0.4
C 1.252 -2.425 3.790 0.0 0.1 0.0
C 1.023 -3.846 3.268 0.1 -0.1 0.0
C 0.070 -4.663 4.151 0.1 0.0 0.0
N -0.765 -5.633 3.420 -0.2 -0.2 0.1
C -2.147 -5.414 3.605 0.1 0.3 -0.1
N -2.984 -6.146 4.198 -0.1 -0.3 0.1
N -2.552 -4.165 3.083 -0.2 0.3 0.0
P -1.462 0.663 4.436 0.0 -0.1 0.0
O -0.749 0.384 5.843 -0.4 0.2 0.1
O -2.649 -0.436 4.390 0.1 -0.1 0.1
S -2.162 2.411 4.116 0.1 -0.1 0.1
H 0.442 4.038 4.569 0.0 0.0 0.0
H 0.933 3.409 6.160 0.0 0.0 0.0
H 2.174 3.869 4.971 0.0 0.0 0.0
H 2.177 2.337 2.873 0.0 0.1 0.1
H 0.439 2.609 2.779 0.0 -0.1 0.0
H 1.747 0.060 3.692 0.0 0.0 0.0
H 2.769 -0.223 1.809 0.0 0.0 0.0
H 2.845 1.947 1.139 0.0 0.0 -0.1
H 2.568 0.975 -0.278 0.0 0.0 0.1
H 1.073 2.051 -1.713 0.0 0.0 0.0
H 1.865 3.450 -0.930 -0.1 0.0 0.1
H 0.624 4.824 -2.250 -0.1 0.0 0.0
H -1.068 5.061 -1.799 0.0 -0.1 0.0
H -0.972 2.523 -3.069 -0.1 0.1 0.0
H -1.588 4.016 -3.787 0.0 0.0 0.0
H 0.503 2.715 -4.665 -0.2 0.3 -0.1
H 1.637 -1.969 1.265 0.1 -0.1 0.0
H 1.055 -2.064 -1.130 0.0 0.0 0.0
H 1.294 -0.314 -1.225 0.0 0.0 0.0
H 3.580 -0.522 -1.180 0.1 -0.1 0.1
H 4.435 -2.661 -2.042 0.0 0.0 -0.1
H 2.923 -2.236 -2.881 0.1 0.0 0.0
H 2.922 -3.468 -1.610 0.0 0.0 0.0
H -0.416 -2.343 1.611 0.1 0.0 0.2
H -0.667 -3.946 -0.121 -0.3 0.0 -0.2
H -0.642 -0.513 -1.684 0.0 -0.2 -0.1
H -1.945 -0.920 2.200 0.0 0.0 0.1
H -0.880 0.887 0.316 0.0 0.0 0.0
H -1.183 1.665 1.817 -0.1 0.1 0.1
H -3.123 0.489 -0.187 0.1 0.0 0.1
H -3.097 2.041 0.620 0.0 0.0 -0.1
H -3.883 -0.512 2.113 0.0 -0.1 0.0
H -4.250 1.170 2.533 0.1 -0.1 0.1
H -0.894 -2.249 3.643 0.0 0.0 0.0
H -0.191 -1.432 5.008 0.1 -0.1 0.0
H 1.742 -2.505 4.763 -0.1 0.1 0.1
H 1.979 -1.910 3.166 0.1 -0.1 0.0
H 0.660 -3.839 2.236 -0.2 0.0 0.1
H 1.982 -4.368 3.229 0.0 0.1 -0.1
H -0.608 -4.011 4.702 0.1 0.1 0.0
H 0.664 -5.190 4.901 -0.1 0.0 0.0
H -0.546 -6.587 3.676 0.1 0.0 -0.1
H -2.555 -6.962 4.628 0.0 0.1 0.0
H -2.563 -4.164 2.070 0.2 0.1 -0.1
H -3.502 -3.967 3.380 0.0 -0.2 0.0
H -1.157 0.928 6.539 0.3 0.0 -0.2
H -2.488 -1.226 4.934 -0.1 0.2 -0.1
C -0.916 3.725 -8.321 0.0 -0.1 0.0
C 0.507 3.522 -7.831 0.0 0.1 0.1
O 0.773 2.206 -7.356 0.0 0.0 0.0
C 0.628 1.171 -8.317 0.0 0.0 0.0
C 1.564 1.296 -9.507 0.0 0.0 0.0
H -1.630 3.389 -7.567 0.0 0.0 0.0
H -1.089 4.784 -8.514 0.0 0.0 0.0
H -1.118 3.185 -9.247 0.0 0.0 0.0
H 0.697 4.160 -6.968 0.0 0.0 0.0
H 1.222 3.808 -8.609 0.0 -0.1 0.0
H -0.411 1.106 -8.658 0.0 0.0 0.0
H 0.843 0.252 -7.770 0.0 0.0 0.0
H 1.313 2.146 -10.141 0.0 0.0 0.0
H 1.498 0.397 -10.121 0.0 0.0 0.0
H 2.595 1.412 -9.171 0.0 0.0 0.0
```
Positions in Å, forces in eV/Å.

Summary:
charge: +1
frontier orbital gap: 9.1 eV
strongest force on any atom: 0.57 eV Å⁻¹

Here are the Mulliken charges for atoms 1 to 4, given in e:
1 C -0.863
2 O -0.324
3 C -1.693
4 C -0.242

---

# 3
ORCA calculation (wB97M-V/def2-TZVPD) on a cluster of 6 separate species, C26H57N5O7 in total at a distorted geometry.

Structure (XYZ):
```
95
Properties=species:S:1:pos:R:3:forces:R:3
C -1.604 1.558 -1.764 0.1 -0.4 0.2
C -2.295 0.431 -0.971 -0.2 0.3 -0.3
C -1.683 -0.953 -1.176 -0.4 0.5 0.0
N -0.473 -1.245 -0.462 0.3 -1.4 -0.2
O 0.553 -0.292 -0.836 0.1 0.3 0.4
C 1.642 -0.549 -0.037 0.5 -1.2 -0.4
O 2.319 -1.547 -0.170 -0.8 1.0 0.4
N 1.857 0.462 0.916 -0.2 0.1 -0.1
C 2.859 1.454 0.519 -0.3 0.3 0.1
C 3.764 1.903 1.675 0.2 0.1 0.0
N 2.955 2.702 2.586 -0.2 -0.4 0.1
N 4.867 2.719 1.176 -0.1 0.1 0.1
N 4.328 0.778 2.395 0.2 0.1 -0.2
H -1.071 2.228 -1.096 0.1 0.2 0.0
H -0.865 1.131 -2.436 0.1 0.0 -0.1
H -2.315 2.115 -2.364 -0.1 0.2 0.0
H -3.336 0.389 -1.297 -0.1 -0.1 0.0
H -2.324 0.654 0.093 0.1 0.0 0.1
H -2.393 -1.703 -0.825 0.0 -0.2 0.1
H -1.539 -1.133 -2.241 0.2 -0.1 -0.1
H -0.620 -1.166 0.542 -0.1 0.7 0.0
H 2.061 0.055 1.816 0.4 -0.1 0.1
H 2.335 2.342 0.163 0.1 0.2 -0.1
H 3.484 1.109 -0.304 0.1 -0.3 0.0
H 2.567 3.487 2.084 -0.1 0.2 0.0
H 3.565 3.076 3.301 0.1 0.2 0.1
H 5.459 2.190 0.550 0.1 -0.1 0.0
H 4.513 3.545 0.707 0.1 0.1 -0.1
H 4.087 0.811 3.371 -0.1 -0.1 0.1
H 4.094 -0.117 1.999 0.0 -0.2 0.0
C -1.393 -0.768 4.635 0.1 0.0 0.0
C -1.415 0.758 4.546 -0.1 -0.1 0.0
C -0.925 0.992 3.123 0.1 0.1 0.0
O -1.361 -0.138 2.360 0.1 -0.1 0.0
C -1.840 -1.168 3.234 0.0 0.1 0.1
H -2.040 -1.172 5.413 0.0 0.0 0.0
H -0.375 -1.117 4.823 0.0 0.0 0.0
H -2.440 1.122 4.657 0.0 0.0 0.0
H -0.795 1.255 5.290 0.0 0.0 0.0
H 0.165 1.059 3.074 0.0 0.0 0.0
H -1.338 1.898 2.677 0.0 0.0 -0.1
H -2.928 -1.216 3.153 0.0 0.0 0.0
H -1.434 -2.126 2.911 0.0 0.0 -0.1
C 3.813 7.960 -0.138 0.1 0.0 0.0
C 4.482 7.304 -1.343 -0.1 0.0 0.0
C 5.131 6.083 -0.707 0.1 0.0 0.0
O 4.287 5.706 0.388 -0.1 0.0 -0.1
C 3.341 6.748 0.651 0.0 -0.1 0.0
H 2.998 8.633 -0.400 0.0 0.0 0.0
H 4.548 8.524 0.440 0.0 0.0 0.0
H 3.729 6.996 -2.071 0.0 0.0 0.0
H 5.202 7.945 -1.848 0.0 0.0 0.0
H 6.126 6.316 -0.316 0.0 0.0 0.0
H 5.217 5.240 -1.394 0.0 0.0 0.0
H 2.351 6.417 0.316 0.0 0.0 0.0
H 3.301 6.926 1.726 0.0 0.0 0.0
C -4.234 -5.677 1.224 0.0 0.0 0.0
C -5.205 -5.280 2.334 0.0 0.0 0.0
C -4.463 -4.124 2.991 0.1 0.0 0.0
O -3.706 -3.493 1.956 0.0 0.0 0.0
C -3.696 -4.321 0.789 0.0 0.0 0.0
H -4.701 -6.225 0.408 0.0 0.0 0.0
H -3.428 -6.291 1.630 0.0 0.0 0.0
H -6.146 -4.930 1.904 0.0 0.0 0.0
H -5.428 -6.086 3.031 0.0 0.0 0.0
H -3.774 -4.482 3.764 0.0 0.0 0.0
H -5.132 -3.388 3.440 0.0 0.0 0.0
H -4.340 -3.863 0.028 0.0 0.0 0.0
H -2.679 -4.368 0.398 0.0 0.0 0.0
C -6.104 -1.920 -3.904 0.0 0.0 0.0
C -7.083 -1.464 -2.825 0.0 0.0 0.0
C -6.318 -0.315 -2.184 0.1 0.0 0.0
O -5.523 0.265 -3.220 0.0 0.0 0.0
C -5.514 -0.593 -4.363 0.0 0.0 0.0
H -6.570 -2.476 -4.716 0.0 0.0 0.0
H -5.325 -2.547 -3.464 0.0 0.0 0.0
H -8.004 -1.098 -3.284 0.0 0.0 0.0
H -7.345 -2.244 -2.112 0.0 0.0 0.0
H -5.654 -0.674 -1.389 0.0 0.0 0.0
H -6.970 0.453 -1.767 0.0 0.0 0.0
H -6.125 -0.138 -5.150 0.0 0.0 0.0
H -4.491 -0.685 -4.729 0.0 0.0 0.0
C 3.959 -3.430 -2.498 0.0 -0.1 0.0
C 4.876 -2.431 -1.802 0.1 0.1 0.0
C 6.253 -2.932 -2.217 0.0 -0.1 0.0
O 6.095 -3.517 -3.513 0.0 0.0 0.0
C 4.703 -3.667 -3.805 0.0 0.1 0.0
H 2.946 -3.062 -2.644 0.0 0.0 0.0
H 3.905 -4.355 -1.918 0.0 0.0 0.0
H 4.705 -1.427 -2.199 0.0 0.0 0.0
H 4.743 -2.396 -0.724 0.0 0.0 0.0
H 6.620 -3.700 -1.528 0.0 0.0 0.0
H 6.999 -2.137 -2.275 0.0 0.0 0.0
H 4.421 -2.925 -4.561 0.0 0.0 0.0
H 4.535 -4.662 -4.219 0.0 0.0 0.0
```
Positions in Å, forces in eV/Å.

Summary:
SMILES: CCCNOC(=O)NCC(N)(N)N.C1CCOC1.C1CCOC1.C1CCOC1.C1CCOC1.C1CCOC1
charge: 0
frontier orbital gap: 9.0 eV
strongest force on any atom: 1.41 eV Å⁻¹

Here are the Mulliken charges for atoms 1 to 4, given in e:
1 C -1.229
2 C 0.649
3 C -0.619
4 N -0.258

---

Q: Which of these has the highest strongest force on any atom?
A: C26H57BBr2CaCl6FIKN3O16P2

---

Q: Which of these has the lowest frontier orbital gap?
A: C26H57BBr2CaCl6FIKN3O16P2